A molecular structure, C14H21NPV at a distorted geometry, computed with ωB97M-V with the def2-TZVPD basis set.

Output
- electronic energy (eV) = -51316.2755
- relative energy (zero: lowest compared OMol25 entry of this formula, charge and spin) (eV) = 0.5619
- spin multiplicity = 4
- net charge = -1

Geometry as XYZ:
```
38
Properties=species:S:1:pos:R:3:mulliken_charge:R:1
C 0.07878 -2.20800 -2.56245 -0.62
C 1.30668 -2.97552 -2.17749 -0.66
C 2.43998 -2.11798 -2.16961 -0.35
C 2.00435 -0.80368 -2.45984 -0.65
C 0.53284 -0.80660 -2.67371 -0.34
V 0.94470 -1.53680 -0.87353 -0.13
P 2.16896 -1.87728 1.37930 0.00
H -0.82324 -2.83808 -2.45060 0.38
H 1.43872 -4.01431 -1.78578 0.35
H 3.39419 -2.59980 -2.08677 0.51
H 0.32166 0.25991 -2.77956 0.49
H 2.61203 0.10375 -2.45970 0.37
H 3.35280 -0.95029 1.52847 0.06
H 2.77679 -3.17451 1.27778 0.07
H 1.25129 -1.90421 2.47285 0.05
C -0.40439 1.52679 2.58733 -1.82
N -0.10827 2.39003 1.43138 1.69
C 1.13689 3.18925 1.65941 -2.71
C 0.05076 1.45720 0.13956 -1.24
C -1.16120 0.62848 -0.15576 0.76
C -2.39673 1.25488 -0.12302 -1.38
C -3.57676 0.52829 -0.19726 -0.19
C -3.48092 -0.84641 -0.28208 -0.40
C -2.24123 -1.48892 -0.42695 -0.28
C -1.08185 -0.72307 -0.54501 -0.34
H 0.43293 0.85019 2.67027 0.21
H -1.31040 0.96651 2.40482 0.02
H -0.49494 2.12341 3.47829 1.09
H -0.91968 2.99896 1.22228 0.52
H 1.91151 2.47299 1.89087 0.18
H 1.38420 3.77159 0.78233 0.22
H 1.00537 3.87545 2.48307 1.15
H 0.28227 2.21101 -0.62205 0.53
H 0.96027 0.89159 0.35406 0.15
H -2.46540 2.32588 -0.04248 0.21
H -4.55177 1.01748 -0.13923 0.45
H -4.42848 -1.38504 -0.33377 0.29
H -2.34273 -2.59315 -0.41542 0.37
```